Record 1
Formula: C42H103N9O4
Source: the Open Molecules 2025 dataset
Level of theory: the ωB97M-V functional and the def2-TZVPD basis

Energy above the lowest of the compared OMol25 structures with the same formula, charge and spin: 23.258 eV
HOMO-LUMO gap: 7.72 eV
Net charge: 0
Molecular weight: 798.345 g mol⁻¹
Total energy: -66803.547 eV

XYZ file:
```
158
Properties=species:S:1:pos:R:3:forces:R:3:mulliken_charge:R:1
C 0.146 0.490 0.961 -2.341 -2.070 -5.021 -0.3563
C -0.196 0.323 -0.526 -1.335 -2.262 1.109 -1.7824
N -0.952 -0.926 -0.864 -1.683 0.069 -0.438 0.2299
C -2.281 -1.080 -0.169 0.561 1.222 -1.240 -3.0899
C -3.249 0.144 -0.394 3.968 -1.452 1.262 1.3944
C -0.137 -2.153 -0.878 -0.646 1.034 0.834 0.7502
C 0.880 -2.209 -1.948 -0.009 2.337 -1.107 -0.9579
H 0.375 1.550 1.068 -0.857 -2.937 -3.189 -1.9319
H 0.999 -0.166 1.136 -0.384 0.131 0.359 0.3995
H -0.715 0.187 1.557 0.001 0.198 0.141 0.2154
H -0.792 1.129 -0.955 0.019 0.237 0.355 0.3574
H 0.739 0.327 -1.086 -0.640 -1.644 1.724 0.4825
H -2.802 -1.942 -0.588 0.274 -0.282 -0.199 0.5669
H -2.221 -1.267 0.903 0.247 -0.039 0.393 0.3592
H -4.163 -0.095 0.149 1.041 -0.235 -0.302 0.5904
H -2.820 1.018 0.096 0.391 -0.892 -0.880 -0.4052
H -3.276 0.408 -1.451 0.087 -0.859 1.149 -0.8139
H -0.710 -3.081 -0.856 -0.727 0.191 0.090 0.8168
H 0.382 -2.098 0.079 -0.197 -0.513 -1.338 -1.5046
H 0.571 -2.000 -2.972 -0.146 -0.085 0.477 1.6380
H 1.385 -3.174 -2.005 -2.378 3.912 -0.016 -1.2723
H 1.608 -1.459 -1.638 -0.540 0.014 -1.253 -1.0633
C 3.448 -0.895 -1.027 -0.663 -0.471 1.953 -1.7085
C 3.058 -2.235 -0.267 0.576 1.924 -1.723 -0.4627
N 3.254 -2.100 1.131 -0.394 -1.205 0.548 2.2761
C 2.432 -3.025 1.864 0.041 -0.378 3.126 -1.2070
C 0.906 -3.008 1.827 0.600 0.337 -1.622 -1.8425
C 4.639 -2.053 1.623 -0.226 -1.607 -0.398 -0.8199
C 5.476 -3.442 1.487 -0.651 2.056 -1.230 -1.4277
H 3.348 -0.832 -2.111 0.890 -0.441 0.116 0.6563
H 4.365 -0.593 -0.522 0.560 0.112 -1.187 0.8116
H 2.803 -0.088 -0.680 -0.339 -0.875 -0.236 -0.8932
H 1.996 -2.414 -0.434 1.168 -0.163 0.850 -1.4580
H 3.611 -3.021 -0.781 0.218 0.128 0.523 0.3891
H 2.683 -4.084 1.795 0.630 0.249 -0.179 0.0417
H 2.594 -2.791 2.917 0.671 0.042 0.274 0.8585
H 0.680 -3.714 1.028 -0.892 -0.341 0.438 0.3660
H 0.420 -3.237 2.775 0.231 -0.072 -0.125 0.2621
H 0.588 -2.060 1.392 -0.169 -0.068 1.584 1.3320
H 4.590 -1.763 2.672 0.067 -0.088 0.094 0.4347
H 5.011 -1.175 1.095 1.025 -0.857 0.074 0.4667
H 5.051 -4.271 2.053 0.358 0.341 0.409 0.2649
H 6.539 -3.230 1.592 -0.044 -0.210 0.918 0.4785
H 5.471 -3.770 0.447 -0.336 0.100 -0.126 0.3308
C 3.897 -4.783 -3.919 -0.936 -0.756 -0.108 -1.0025
C 3.364 -6.065 -3.146 -0.435 2.693 -0.128 -0.7717
N 2.792 -5.736 -1.825 1.163 0.989 0.079 -0.0532
C 1.977 -4.518 -1.804 -0.760 -3.430 -1.003 0.1561
C 0.759 -4.717 -2.756 -0.251 -0.541 -0.452 -1.5576
C 3.756 -5.538 -0.740 -0.981 -0.452 0.493 0.2865
C 2.987 -6.015 0.494 1.568 -0.616 0.583 -1.5577
H 4.091 -5.051 -4.957 1.116 -0.277 0.142 0.4439
H 4.681 -4.270 -3.362 0.391 -0.278 -0.397 0.2906
H 3.159 -4.014 -4.146 -0.559 -0.031 0.738 0.1646
H 2.512 -6.469 -3.692 0.464 -0.450 -0.365 0.3515
H 4.213 -6.739 -3.030 -0.415 -0.300 0.025 0.4789
H 1.577 -4.269 -0.821 -0.072 -1.242 0.540 0.0692
H 2.409 -3.524 -1.920 2.691 -1.962 -1.198 0.3955
H 1.008 -4.511 -3.797 0.162 0.283 -0.032 0.3010
H 0.364 -5.732 -2.796 0.285 -0.173 0.552 0.4965
H -0.059 -4.049 -2.485 -0.085 -0.599 -0.272 0.4227
H 4.104 -4.512 -0.624 -0.164 -0.267 -0.187 -0.1742
H 4.681 -6.110 -0.811 -0.205 -0.465 -0.377 0.6754
H 3.761 -6.056 1.260 -0.261 -0.204 0.638 0.4241
H 2.669 -7.035 0.277 -0.131 0.067 0.174 0.3546
H 2.160 -5.433 0.901 0.047 -0.141 -0.673 0.4989
C -5.891 3.312 2.679 -0.971 -0.661 0.200 -1.6875
C -6.180 2.265 1.562 -1.260 1.178 -0.676 0.4079
N -5.815 2.657 0.210 1.533 2.635 0.939 0.1767
C -4.394 3.173 0.079 -1.318 -0.472 -2.247 0.4261
C -4.070 3.872 -1.268 -0.048 -0.063 0.173 -1.7506
C -6.375 1.917 -0.872 0.966 -0.719 0.079 -0.6969
C -5.840 0.453 -0.909 -1.769 0.119 -0.288 -1.0415
H -5.115 2.868 3.303 -0.177 0.964 0.297 0.4059
H -6.780 3.456 3.291 -0.187 -0.752 0.276 0.3935
H -5.789 4.367 2.423 0.968 -0.263 -0.698 0.4065
H -5.746 1.302 1.828 -0.643 -0.043 0.428 -0.1114
H -7.263 2.171 1.477 -0.171 -0.416 0.330 0.6712
H -3.823 2.247 0.146 0.790 2.305 -1.292 1.6747
H -4.158 3.870 0.883 -0.208 -0.363 0.105 0.2958
H -4.907 4.415 -1.708 -0.109 0.223 0.321 0.3701
H -3.729 3.206 -2.060 -0.050 0.108 0.332 0.2415
H -3.237 4.558 -1.116 -0.101 0.176 0.075 0.4035
H -7.452 2.086 -0.878 -0.177 -0.595 0.094 0.3833
H -6.001 2.391 -1.779 -0.190 0.046 -0.176 0.4382
H -6.354 -0.146 -1.661 -0.181 -0.011 -0.228 0.5704
H -4.771 0.462 -1.123 -2.461 0.245 -0.137 0.6820
H -5.947 -0.167 -0.018 -0.461 0.446 0.539 0.4831
C 1.331 3.762 -0.757 0.670 -0.181 -1.527 -0.9994
C 1.423 3.524 0.670 -0.321 0.793 1.541 -0.0281
N 2.630 2.934 1.168 2.122 -0.772 -0.310 0.7232
C 3.884 3.671 0.996 -2.485 1.087 0.802 -0.0531
C 3.791 4.965 1.864 2.592 -0.004 -0.327 -1.4716
C 2.849 1.535 0.758 -2.726 1.077 1.649 0.2990
C 3.652 0.734 1.734 1.302 -0.639 0.719 -1.4392
H 0.380 4.201 -1.059 -0.127 -0.110 -0.071 0.3573
H 1.522 2.849 -1.321 -0.618 0.495 1.164 0.0283
H 2.133 4.417 -1.096 -0.329 0.240 0.458 0.5956
H 1.238 4.484 1.152 0.208 0.035 0.572 0.8703
H 0.585 2.907 0.994 0.181 1.045 -0.385 -0.0783
H 4.686 2.984 1.266 0.064 0.392 0.512 0.4357
H 4.059 3.896 -0.056 0.147 0.396 -0.305 -0.0597
H 3.689 4.829 2.941 -0.454 -0.533 -0.173 0.3030
H 4.817 5.321 1.767 0.383 0.464 0.241 0.5044
H 3.244 5.862 1.575 -0.672 -0.620 -0.505 0.3308
H 2.959 1.344 -0.310 0.746 0.766 0.234 0.5726
H 1.861 1.164 1.032 1.327 0.063 -1.068 -0.1095
H 3.704 1.097 2.760 -0.253 0.816 -0.174 0.4674
H 4.689 0.513 1.480 0.065 0.495 -0.244 0.6564
H 3.202 -0.250 1.868 -0.066 0.311 -0.302 -0.0629
C -1.441 -1.213 -4.027 1.569 0.679 -0.958 -0.2476
C -2.194 0.077 -3.805 2.467 -2.172 0.042 0.6957
O -1.741 1.168 -4.012 0.535 1.791 -0.909 -0.7137
N -3.347 -0.107 -3.267 -4.474 -1.848 0.464 0.0874
C -4.262 0.973 -3.113 0.056 1.597 -1.190 -0.4374
H -0.398 -1.013 -3.781 -0.410 0.288 0.048 -0.1257
H -1.368 -1.344 -5.106 -0.415 -0.486 -0.158 0.5290
H -1.692 -2.120 -3.477 -0.559 0.254 -0.146 0.2895
H -3.701 -1.045 -3.143 0.262 0.122 -0.106 0.3122
H -3.778 1.623 -2.384 -0.636 0.306 -0.389 -0.5156
H -5.273 0.742 -2.778 0.918 -0.320 -0.884 0.3392
H -4.318 1.525 -4.051 0.023 0.168 -0.055 0.3433
C -3.625 -1.298 4.382 -0.154 -0.615 0.244 -1.3997
C -3.233 0.084 3.909 0.042 -1.135 0.731 0.5346
O -2.454 0.845 4.504 -5.060 -3.345 0.530 -0.6085
N -3.765 0.333 2.712 -0.168 0.515 -0.543 0.4275
C -3.545 1.521 1.944 0.981 0.058 1.003 -0.6038
H -2.769 -1.952 4.546 0.281 0.328 -0.004 0.3595
H -4.222 -1.790 3.615 -0.070 -0.030 0.071 0.3331
H -4.202 -1.341 5.306 0.067 0.447 0.043 0.3354
H -4.413 -0.307 2.276 0.281 -0.227 0.526 0.4399
H -3.695 2.422 2.540 0.101 -0.292 -0.265 0.8293
H -4.160 1.475 1.046 0.112 -0.528 2.527 -2.3892
H -2.528 1.551 1.552 0.219 0.183 0.590 0.3778
C -1.860 3.072 5.498 0.050 -0.075 -0.404 -0.6007
C -0.552 2.814 4.692 -0.431 0.458 1.714 0.5639
O 0.414 3.510 4.933 0.832 0.896 -0.328 -0.7062
N -0.516 1.702 3.949 4.451 1.758 -2.485 -0.1342
C 0.670 1.517 2.954 -1.341 0.643 4.931 -0.6289
H -2.046 4.076 5.880 0.715 0.247 -0.506 0.4100
H -1.763 2.464 6.397 -0.304 -0.306 -0.104 0.2251
H -2.714 2.754 4.899 -0.020 0.331 0.587 -0.0590
H -1.412 1.238 3.903 1.171 0.120 -1.126 0.4619
H 0.414 1.911 1.971 0.596 1.456 5.352 1.1358
H 0.735 0.433 2.864 0.415 0.467 0.406 -0.1107
H 1.590 1.911 3.386 -0.322 0.199 0.069 0.5178
C 0.812 1.585 -2.831 0.077 -0.535 -1.947 -0.5090
C 2.137 2.234 -3.010 -0.582 -4.182 -0.813 0.4475
O 3.189 1.606 -2.954 0.471 0.284 0.679 -0.6913
N 2.003 3.471 -3.252 -0.220 6.405 -1.667 -0.0859
C 3.063 4.441 -3.053 1.301 -1.025 -1.862 -1.0813
H 0.643 0.926 -3.683 0.384 -0.699 0.283 0.3235
H -0.052 2.228 -2.999 0.187 0.317 0.822 0.5962
H 0.838 1.062 -1.875 0.086 1.537 -2.561 -0.0529
H 1.122 3.858 -3.559 0.000 -0.478 0.474 0.3040
H 2.842 5.495 -2.889 -0.822 -0.404 0.507 0.3157
H 3.573 4.443 -4.016 0.842 0.187 0.148 0.3911
H 3.704 3.985 -2.298 0.309 0.522 -0.090 0.3261
```
Positions in Å, forces in eV/Å.

Record 2
Formula: C2H4S4
Source: the Open Molecules 2025 dataset
Level of theory: the ωB97M-V functional and the def2-TZVPD basis

Energy above the lowest of the compared OMol25 structures with the same formula, charge and spin: 1.449 eV
HOMO-LUMO gap: 8.48 eV
Net charge: 0
Molecular weight: 156.322 g mol⁻¹
Total energy: -45477.232 eV

XYZ file:
```
10
Properties=species:S:1:pos:R:3:forces:R:3:mulliken_charge:R:1
C 0.703 -0.048 0.183 -0.900 -0.002 3.835 -0.0711
C 0.419 -0.803 -0.823 0.191 -0.892 -3.091 -0.4669
S -0.476 -0.279 1.636 0.515 0.333 -1.179 -0.0577
S 2.149 0.866 0.594 -1.268 2.489 -1.327 -0.1454
S -2.212 0.648 0.748 2.487 3.170 0.447 0.0490
S -2.573 0.126 -1.018 -0.914 -1.045 -1.755 -0.2683
H -0.453 -1.415 -0.920 -0.299 -0.240 0.545 0.3782
H 1.007 -0.831 -1.741 0.254 0.301 0.253 0.2346
H 2.790 -0.143 0.971 1.532 -2.253 0.898 0.1204
H -1.353 1.879 0.369 -1.597 -1.860 1.373 0.2272
```
Positions in Å, forces in eV/Å.

Record 3
Formula: C10H16O
Source: the Open Molecules 2025 dataset
Level of theory: the ωB97M-V functional and the def2-TZVPD basis

Energy above the lowest of the compared OMol25 structures with the same formula, charge and spin: 0.932 eV
HOMO-LUMO gap (spin up / spin down): 9.66 / 6.69 eV
Net charge: +1
Molecular weight: 152.237 g mol⁻¹
Total energy: -12668.247 eV
2S+1: 2

XYZ file:
```
27
Properties=species:S:1:pos:R:3:forces:R:3:mulliken_spin:R:1
C 2.816 -0.552 -1.048 1.081 0.308 -0.199 0.0232
C 0.418 -0.928 1.823 0.938 -0.816 -0.687 0.0979
C 1.460 -0.388 1.114 -1.135 0.007 0.875 0.0348
C -0.356 -1.978 1.242 -0.862 0.333 0.130 0.2921
C 1.619 -0.787 -0.225 0.650 -0.470 -0.280 0.2372
C -0.355 -2.229 -0.157 0.211 0.410 0.560 0.0397
C 0.615 -1.591 -0.851 -0.420 -0.282 -0.465 0.0707
O -1.153 -2.617 2.073 -0.754 0.444 0.283 0.0990
H 0.239 -0.678 2.845 -0.116 0.070 0.483 0.0016
H 2.031 0.340 1.676 0.563 0.035 -0.650 0.0009
H -2.073 -2.729 1.757 0.608 -0.483 -0.142 0.0060
H -1.100 -2.886 -0.591 0.184 -0.004 -0.065 -0.0011
H 3.640 -0.002 -0.600 -0.338 0.236 0.369 0.0007
H 2.540 -0.047 -1.962 -0.241 0.369 -0.418 0.0256
H 0.658 -1.724 -1.925 0.217 -0.028 -0.002 -0.0011
H 3.301 -1.464 -1.422 -0.496 -0.248 0.258 0.0273
C -0.957 1.609 -0.713 -0.112 -0.328 -0.817 0.0062
C -2.124 0.888 -0.017 0.341 -0.677 -0.290 0.0156
C -0.770 3.086 -0.374 0.446 -0.784 1.030 0.0029
H 0.012 1.126 -0.577 0.066 -0.174 0.605 0.0218
H -1.107 1.374 -1.772 -0.068 0.753 -0.166 0.0010
H -1.838 -0.084 0.399 0.262 0.188 0.339 -0.0064
H -1.701 3.642 -0.317 0.027 0.145 -0.346 0.0010
H -0.349 3.061 0.643 -0.251 0.353 -0.015 0.0000
H -2.795 0.569 -0.803 -0.635 0.226 -0.048 0.0027
H -2.683 1.425 0.742 0.153 0.285 0.024 0.0007
H 0.009 3.563 -0.962 -0.320 0.134 -0.364 0.0000
```
Positions in Å, forces in eV/Å.

Record 4
Formula: C4H6MgO5V
Source: the Open Molecules 2025 dataset
Level of theory: the ωB97M-V functional and the def2-TZVPD basis

Energy above the lowest of the compared OMol25 structures with the same formula, charge and spin: 0.000 eV
HOMO-LUMO gap (spin up / spin down): 4.43 / 4.20 eV
Net charge: -1
Molecular weight: 209.336 g mol⁻¹
Total energy: -45615.439 eV
2S+1: 5

XYZ file:
```
17
Properties=species:S:1:pos:R:3:forces:R:3:mulliken_spin:R:1
O 1.861 -1.354 0.228 1.048 -0.158 1.193 0.0485
C 1.717 -0.879 1.522 0.188 -0.064 0.434 0.0338
C 0.938 0.432 1.558 0.197 0.400 0.252 0.0150
O -0.229 0.236 0.735 -0.286 0.204 0.576 0.1120
C -1.166 1.223 0.689 -0.210 0.621 0.369 0.8480
V 0.329 -1.000 -0.773 0.302 -0.830 -0.406 2.9333
H 2.692 -0.682 2.011 -0.142 -0.017 -0.062 0.0019
H 1.185 -1.610 2.166 0.136 0.151 -0.112 0.0062
H 1.518 1.258 1.118 -0.129 -0.198 0.083 -0.0246
H 0.618 0.700 2.574 0.050 -0.030 -0.145 0.0110
H -1.886 1.240 -0.126 0.418 -0.333 0.201 0.0129
H -1.246 1.860 1.571 0.067 -0.219 -0.310 0.0207
O -1.506 -1.536 -1.387 -0.022 -0.500 -0.703 -0.0255
C -1.342 -0.746 -2.388 -2.392 1.229 -0.039 0.0101
O -0.222 -0.038 -2.367 0.289 0.138 -1.178 -0.0125
O -2.224 -0.416 -3.224 0.580 -0.497 -0.050 0.0105
Mg -1.040 1.312 -3.908 -0.093 0.102 -0.103 -0.0013
```
Positions in Å, forces in eV/Å.

Record 5
Formula: C3H6N2O
Source: the Open Molecules 2025 dataset
Level of theory: the ωB97M-V functional and the def2-TZVPD basis

Energy above the lowest of the compared OMol25 structures with the same formula, charge and spin: 4.746 eV
HOMO-LUMO gap: 10.53 eV
Net charge: 0
Molecular weight: 86.094 g mol⁻¹
Total energy: -8231.952 eV
SMILES: C=C=NO.C=N

XYZ file:
```
12
Properties=species:S:1:pos:R:3:forces:R:3:mulliken_charge:R:1
C -0.079 1.862 -0.502 0.104 -0.059 0.130 -0.7818
C 0.649 1.212 0.365 0.143 -0.140 0.181 0.6474
N 1.282 0.644 1.263 -0.462 0.521 -0.378 -0.4139
O 2.153 -0.352 0.795 0.211 -0.198 0.108 -0.3454
H -1.055 1.473 -0.775 0.152 0.087 0.077 0.2788
H 0.280 2.782 -0.951 -0.018 -0.131 0.080 0.2533
H 2.566 -0.656 1.615 -0.046 0.043 -0.166 0.3764
C -0.813 -1.545 -0.263 -0.098 0.125 0.117 -0.3285
N -1.880 -0.911 0.005 0.296 -0.337 -0.272 -0.5145
H -0.561 -1.963 -1.248 -0.147 0.055 0.146 0.2346
H -0.057 -1.678 0.516 -0.197 0.037 -0.121 0.3435
H -2.484 -0.867 -0.821 0.063 -0.004 0.099 0.2502
```
Positions in Å, forces in eV/Å.